19
Properties=species:S:1:pos:R:3:mulliken_charge:R:1 method="wB97M-V/def2-TZVPD" lumo_ev=-4.24 total_energy_ha=-1105.253046 charge=0 homo_energy_ev=-7.425 homo_lumo_gap_ev=3.19 de_lowest_kj_mol=652.5
C 1.93 -1.61 -0.50 -0.487
S 2.08 -0.37 0.71 -0.067
S -2.11 1.79 0.94 -0.348
C -1.13 0.64 1.88 -0.060
H 2.44 -2.54 -0.28 0.355
H 2.10 -1.20 -1.50 0.273
H 3.26 0.19 0.36 0.192
H -0.53 0.13 1.09 -0.369
H -1.78 -0.10 2.34 0.300
H -0.42 1.09 2.56 0.287
H 0.24 -1.71 -0.48 0.234
H -1.23 -1.35 -0.86 0.462
O -0.71 -2.02 -0.37 -0.660
H -2.24 0.34 -0.77 0.217
H -2.80 -0.03 -2.13 0.287
O -1.99 -0.10 -1.60 -0.620
H 1.62 2.29 -0.09 0.307
H 0.22 2.46 -0.45 0.284
O 1.05 2.10 -0.85 -0.586